Entry 1:
The following is a quantum chemistry calculation of C20H29OPtSSe3 as an isolated structure, from OMol25.

orbital gap	5.85	eV
HOMO	-0.383	Ha
strongest force on any atom	0.6	eV/A

Structure (ORCA input):
```
! RIJCOSX wB97M-V def2-TZVPD def2/J DEFGRID3
* xyz 1 1
Pt -0.07 -0.83 -0.17
C 3.25 -1.38 0.52
Se 1.87 -0.08 0.93
C 2.45 1.30 -0.32
C 2.44 0.80 -1.75
Se 0.63 0.24 -2.23
C 1.14 -1.27 -3.35
H 4.19 -0.84 0.42
H 3.03 -1.94 -0.38
H 3.31 -2.06 1.37
H 3.45 1.63 -0.03
H 1.75 2.11 -0.14
H 3.08 -0.08 -1.88
H 2.77 1.57 -2.44
H 1.74 -0.89 -4.17
H 0.23 -1.72 -3.72
H 1.71 -1.99 -2.76
C -2.53 -7.85 0.99
C -2.24 -6.38 1.07
C -1.05 -5.85 0.59
C -0.76 -4.49 0.67
C 0.56 -4.01 0.13
C -1.70 -3.64 1.24
Se -1.48 -1.75 1.45
C -2.91 -4.14 1.75
C -3.95 -3.26 2.40
C -3.16 -5.50 1.64
H -1.76 -8.38 0.43
H -3.49 -8.03 0.51
H -2.58 -8.29 1.98
H -0.31 -6.51 0.15
H 1.14 -4.85 -0.26
H 1.16 -3.51 0.90
H 0.42 -3.29 -0.69
H -4.20 -2.39 1.79
H -3.60 -2.89 3.36
H -4.87 -3.83 2.56
H -4.10 -5.89 2.02
C -2.30 3.35 1.77
S -1.42 2.03 0.95
O 0.01 2.20 1.37
C -1.54 2.64 -0.72
C -0.72 3.68 -1.14
C -0.81 4.13 -2.45
C -1.72 3.53 -3.33
C -2.52 2.49 -2.90
C -2.43 2.03 -1.59
H -1.75 4.27 1.62
H -2.34 3.10 2.83
H -3.31 3.42 1.36
H -0.02 4.13 -0.44
H -0.19 4.94 -2.79
H -1.79 3.89 -4.34
H -3.22 2.03 -3.58
H -3.05 1.21 -1.24
*
```

Results of the Löwdin charge analysis, in e, for atoms 1 through 6: atom 1 (Pt): 0.24, atom 2 (C): -0.32, atom 3 (Se): 0.96, atom 4 (C): -0.49, atom 5 (C): -0.49, atom 6 (Se): 0.92

---

Entry 2:
The following is a quantum chemistry calculation of a 12-piece molecular cluster, C41H83BF4N4O36P3 overall, from OMol25.

orbital gap	8.14	eV
HOMO	-0.249	Ha
strongest force on any atom	6.0	eV/A

Structure (ORCA input):
```
! RIJCOSX wB97M-V def2-TZVPD def2/J DEFGRID3
* xyz -1 1
O 14.62 6.18 21.83
C 13.73 6.83 22.39
O 13.14 7.79 21.80
B 12.01 8.29 22.66
O 12.27 7.57 23.94
C 13.17 6.63 23.78
O 13.48 5.75 24.52
O 10.72 7.90 22.06
C 9.91 8.98 22.09
O 8.81 9.18 21.60
C 10.78 10.18 22.48
O 12.02 9.74 22.86
O 10.42 11.35 22.40
C 16.12 7.60 19.20
C 16.44 6.51 18.26
C 15.97 5.14 18.83
O 16.50 4.12 17.90
C 15.94 2.90 18.07
N 15.64 6.82 17.01
H 16.45 8.57 18.84
H 16.67 7.41 20.13
H 15.05 7.60 19.38
H 17.53 6.56 18.18
H 14.89 5.10 18.88
H 16.41 5.05 19.83
H 14.90 2.72 17.80
H 16.04 2.57 19.11
H 16.52 2.21 17.46
H 14.71 7.12 17.26
H 15.60 5.93 16.54
C 9.63 2.72 21.10
C 8.20 2.52 21.61
C 7.32 3.66 21.11
O 7.68 4.76 21.89
C 6.86 5.95 21.68
N 7.62 1.27 21.07
H 10.26 1.95 21.53
H 10.03 3.70 21.37
H 9.56 2.73 20.01
H 8.19 2.49 22.70
H 6.27 3.50 21.35
H 7.34 3.83 20.03
H 7.38 6.83 22.08
H 5.94 5.87 22.25
H 6.64 6.15 20.63
H 6.61 1.26 21.16
H 7.62 1.15 20.07
C 14.72 13.69 28.65
C 13.85 12.50 28.57
C 13.95 11.54 27.41
O 13.01 10.46 27.42
C 12.80 9.96 26.14
N 14.08 11.81 29.86
H 14.34 14.34 29.43
H 14.87 14.12 27.66
H 15.73 13.43 28.98
H 12.86 12.96 28.55
H 14.85 10.92 27.44
H 13.80 12.13 26.50
H 12.07 9.16 26.13
H 13.71 9.52 25.74
H 12.37 10.67 25.43
H 13.77 12.51 30.51
H 13.57 10.95 29.98
C 11.91 -0.27 21.90
C 13.34 0.11 22.33
C 13.50 1.66 22.23
O 13.16 2.12 20.89
C 13.30 3.50 20.74
N 13.51 -0.38 23.66
H 11.94 -1.35 21.76
H 11.65 0.21 20.95
H 11.19 -0.06 22.69
H 14.09 -0.31 21.66
H 14.48 2.03 22.52
H 12.79 2.08 22.95
H 13.06 3.65 19.69
H 14.29 3.89 20.98
H 12.57 4.09 21.28
H 12.67 -0.29 24.20
H 14.26 0.01 24.20
C 9.12 7.32 25.17
O 9.03 8.74 24.89
P 8.39 9.73 26.04
O 7.15 9.22 26.73
O 8.11 11.11 25.19
C 7.40 11.02 23.98
O 9.68 10.15 26.92
C 9.57 11.01 28.04
H 9.26 7.05 26.21
H 9.94 6.88 24.62
H 8.27 6.78 24.74
H 6.99 10.04 23.71
H 7.96 11.42 23.14
H 6.49 11.62 23.91
H 8.55 11.40 28.10
H 10.16 11.88 27.74
H 9.90 10.44 28.91
C 13.83 4.28 27.28
O 15.17 4.58 27.50
P 15.65 5.54 28.70
O 14.93 5.31 30.01
O 15.35 7.05 28.09
C 16.02 7.48 26.91
O 17.28 5.39 28.67
C 18.05 5.70 29.88
H 13.27 5.18 26.99
H 13.39 3.85 28.18
H 13.79 3.56 26.47
H 16.31 8.53 26.97
H 15.37 7.35 26.04
H 16.88 6.82 26.80
H 18.43 4.75 30.26
H 17.45 6.08 30.70
H 18.81 6.44 29.63
C 13.22 10.69 19.52
O 12.31 11.72 19.80
P 12.78 13.23 19.48
O 13.10 13.48 18.07
O 11.42 14.07 19.94
C 11.59 15.43 19.81
O 13.92 13.50 20.58
C 13.71 13.09 21.94
H 14.19 11.18 19.65
H 13.04 10.40 18.49
H 13.15 9.87 20.23
H 10.89 15.93 19.14
H 12.56 15.73 19.41
H 11.60 15.99 20.74
H 13.16 12.15 22.07
H 13.34 13.86 22.62
H 14.70 12.83 22.33
C 9.35 7.31 18.67
C 9.95 6.05 19.37
O 11.30 6.13 19.09
C 11.62 7.04 18.17
O 12.73 7.20 17.71
O 10.51 7.76 17.92
F 9.35 4.99 18.78
H 9.03 8.06 19.39
H 8.56 7.06 17.96
H 9.73 5.97 20.44
C 16.69 3.91 23.32
C 16.92 4.39 24.74
O 17.30 5.69 24.38
C 17.90 5.66 23.15
O 18.45 6.57 22.63
O 17.75 4.53 22.65
F 18.02 3.75 25.28
H 15.69 4.15 22.95
H 16.61 2.82 23.40
H 16.00 4.20 25.29
C 8.97 12.22 19.88
C 9.13 11.72 18.44
O 8.20 12.49 17.69
C 7.31 13.09 18.60
O 6.29 13.70 18.28
O 7.65 12.80 19.81
F 8.71 10.46 18.39
H 9.70 12.94 20.25
H 8.96 11.37 20.56
H 10.18 11.72 18.13
C 9.45 13.83 25.66
C 10.69 13.19 25.12
O 11.70 13.75 25.93
C 11.27 14.79 26.60
O 11.98 15.44 27.42
O 9.97 15.00 26.27
F 10.87 13.43 23.84
H 8.91 13.24 26.40
H 8.81 14.01 24.80
H 10.60 12.10 25.21
*
```

Results of the Löwdin charge analysis, in e, for atoms 1 through 6: atom 1 (O): 0.11, atom 2 (C): -0.39, atom 3 (O): 0.23, atom 4 (B): -0.86, atom 5 (O): 0.21, atom 6 (C): -0.39